i) The following is a DFT calculation (ωB97M-V/def2-TZVPD) of an isolated molecule of C3H8O3.

Structure (ORCA input):
```
! RIJCOSX wB97M-V def2-TZVPD def2/J DEFGRID3
* xyz 0 1
O 1.463 1.045 0.717
C 1.276 0.261 -0.442
C -0.245 0.167 -0.733
O -1.003 1.256 -0.216
C -0.849 -1.046 -0.043
O -0.669 -0.944 1.366
H 0.987 0.541 1.397
H 1.837 0.718 -1.268
H 1.714 -0.741 -0.299
H -0.404 0.124 -1.818
H -0.397 1.940 0.103
H -1.918 -1.092 -0.292
H -0.357 -1.967 -0.366
H -1.243 -0.215 1.646
*
```

HOMO level   -10.3038 eV
Kohn-Sham gap   11.11 eV

---

ii) The following is a DFT calculation (ωB97M-V/def2-TZVPD) of a cluster of 2 separate species, C3H8O3 in total.

Structure (ORCA input):
```
! RIJCOSX wB97M-V def2-TZVPD def2/J DEFGRID3
* xyz 0 1
O -0.659 -1.746 -2.001
O 0.602 -1.322 -0.222
C 0.159 -2.074 -1.197
C 0.000 0.000 0.000
C 0.909 -3.401 -1.359
H 0.179 0.661 -0.864
H 0.481 0.444 0.888
H -1.087 -0.057 0.180
H 0.282 -4.207 -1.776
H 1.271 -3.715 -0.366
H 1.779 -3.254 -2.021
O 0.755 -3.046 -4.771
H 0.735 -2.069 -4.890
H 1.567 -3.215 -4.242
*
```

HOMO level   -10.2322 eV
Kohn-Sham gap   10.95 eV

---

Which structure is the most stable? The one labeled ii).

---

i) The following is a DFT calculation (ωB97M-V/def2-TZVPD) of a cluster of 2 separate species, C5H12N2O in total.

Structure (ORCA input):
```
! RIJCOSX wB97M-V def2-TZVPD def2/J DEFGRID3
* xyz 1 2
N 0.996 0.579 2.831
C 0.635 0.516 1.560
C -0.710 -0.103 1.322
N -1.307 -0.017 0.087
C -0.629 0.654 -1.036
C 0.374 -0.271 -1.724
C -0.107 -1.695 -2.010
O -1.223 -0.717 2.218
H 1.973 0.835 2.956
H 0.406 1.103 3.476
H 1.523 0.414 0.943
H 0.432 2.352 1.329
H -2.258 0.257 0.308
H -0.043 1.473 -0.604
H -1.388 0.995 -1.729
H 0.700 0.181 -2.659
H 1.259 -0.374 -1.081
H 0.722 -2.279 -2.405
H -0.398 -2.197 -1.089
H -0.956 -1.706 -2.694
*
```

<S²>   0.78
HOMO level (spin up / spin down)   -14.2492 / -14.3000 eV
Kohn-Sham gap (spin up / spin down)   8.19 / 6.32 eV

---

ii) The following is a DFT calculation (ωB97M-V/def2-TZVPD) of the ion C5H12N2O with charge +1.

Structure (ORCA input):
```
! RIJCOSX wB97M-V def2-TZVPD def2/J DEFGRID3
* xyz 1 2
C -0.227 0.651 0.088
N -0.645 -0.431 1.086
C -1.040 -0.136 2.408
N -0.923 1.088 3.025
O -1.558 -1.024 3.092
C 1.126 0.429 -0.561
C 1.094 -0.855 -1.491
C 0.154 -0.657 -2.606
H -1.113 0.704 -0.629
H -0.275 1.621 0.602
H -0.364 -1.399 0.895
H -0.432 1.811 2.594
H -1.506 1.301 3.814
H 1.432 1.298 -1.129
H 1.800 0.329 0.296
H 2.119 -1.185 -1.788
H 0.700 -1.629 -0.943
H 0.211 -1.466 -3.352
H -0.867 -0.658 -2.188
H 0.314 0.207 -3.213
*
```

<S²>   0.79
HOMO level (spin up / spin down)   -15.5075 / -15.1883 eV
Kohn-Sham gap (spin up / spin down)   12.45 / 6.28 eV

---

Which structure is the most stable? The one labeled ii).

---

i) The following is a DFT calculation (ωB97M-V/def2-TZVPD) of a cluster of 3 separate species, C5H14NS2 in total.

Structure (ORCA input):
```
! RIJCOSX wB97M-V def2-TZVPD def2/J DEFGRID3
* xyz 1 1
N -1.478 2.455 1.151
C 4.261 -0.714 1.076
C 4.251 0.269 0.172
S 0.819 0.923 -0.397
S 0.651 -0.846 0.228
C -0.843 -1.455 -0.604
C -2.186 -0.828 -0.149
C -2.990 -0.439 -1.388
H -0.820 2.152 0.436
H -1.679 3.444 1.063
H -0.936 2.332 2.002
H 3.382 -1.324 1.261
H 5.160 -1.130 1.515
H 3.395 0.358 -0.482
H 4.873 1.138 0.370
H -0.887 -2.541 -0.476
H -0.606 -1.271 -1.644
H -1.992 0.085 0.406
H -2.686 -1.503 0.539
H -3.981 -0.097 -1.098
H -2.481 0.307 -1.991
H -3.226 -1.315 -1.989
*
```

HOMO level   -12.9156 eV
Kohn-Sham gap   4.72 eV

---

ii) The following is a DFT calculation (ωB97M-V/def2-TZVPD) of the ion C5H14NS2 with charge +1.

Structure (ORCA input):
```
! RIJCOSX wB97M-V def2-TZVPD def2/J DEFGRID3
* xyz 1 1
N -0.841 -2.807 -0.737
C -1.649 -1.553 -0.320
C -2.264 -1.024 -1.621
C -0.780 -0.577 0.464
S 1.046 -0.834 0.164
S 2.102 0.840 -0.098
C 2.102 1.867 1.343
C 2.468 3.320 0.912
H -0.649 -2.667 -1.742
H -1.413 -3.647 -0.676
H 0.014 -2.874 -0.141
H -2.533 -1.870 0.251
H -3.245 -1.488 -1.785
H -1.703 -1.146 -2.550
H -2.415 0.069 -1.502
H -0.967 -0.443 1.524
H -0.987 0.407 -0.012
H 2.984 1.553 1.938
H 1.305 1.851 2.075
H 3.522 3.344 0.666
H 2.056 3.917 1.734
H 1.847 3.761 0.113
*
```

HOMO level   -11.8818 eV
Kohn-Sham gap   8.42 eV

---

Which structure is the most stable? The one labeled ii).

---

i) The following is a DFT calculation (ωB97M-V/def2-TZVPD) of a structure of composition C2H8N2S.

Structure (ORCA input):
```
! RIJCOSX wB97M-V def2-TZVPD def2/J DEFGRID3
* xyz 0 1
C -0.534 -2.668 1.246
N 1.083 0.157 -0.450
C 0.286 -0.703 0.066
N 0.514 -1.912 0.567
H -0.336 -3.728 1.119
H -1.467 -2.473 0.722
H -0.615 -2.402 2.292
H 2.061 -0.028 -0.556
H 0.557 1.203 -0.660
H -0.762 -0.409 0.117
H 1.448 -2.288 0.557
S -0.635 2.495 -0.819
H -0.397 2.838 0.461
*
```

HOMO level   -7.1435 eV
Kohn-Sham gap   7.51 eV

---

ii) The following is a DFT calculation (ωB97M-V/def2-TZVPD) of a cluster of 2 separate species, C2H8N2S in total.

Structure (ORCA input):
```
! RIJCOSX wB97M-V def2-TZVPD def2/J DEFGRID3
* xyz 0 1
C 1.120 -0.587 -2.054
S 1.343 -2.181 -1.213
H 1.068 0.177 -1.279
H 0.177 -0.667 -2.611
H 2.022 -0.381 -2.626
N -0.390 0.075 1.275
C -1.330 1.195 1.486
N -2.176 0.991 2.421
H -0.578 -0.248 2.223
H 0.586 0.292 1.138
H -1.081 2.125 0.957
H -2.609 1.901 2.608
H 1.848 -2.693 -2.325
*
```

HOMO level   -8.9747 eV
Kohn-Sham gap   9.78 eV

---

iii) The following is a DFT calculation (ωB97M-V/def2-TZVPD) of a cluster of 2 separate species, C2H8N2S in total.

Structure (ORCA input):
```
! RIJCOSX wB97M-V def2-TZVPD def2/J DEFGRID3
* xyz 0 1
C 1.153 0.970 -4.831
S 2.639 1.612 -4.049
H 1.408 0.854 -5.876
H 0.344 1.691 -4.736
H 0.832 0.013 -4.447
N -0.835 -1.598 4.601
C -1.255 -0.649 3.700
N -2.301 -0.751 2.999
H -1.275 -2.506 4.536
H 0.163 -1.696 4.733
H -0.610 0.228 3.670
H -2.443 0.128 2.510
H 2.179 1.704 -2.810
*
```

HOMO level   -9.0835 eV
Kohn-Sham gap   9.96 eV

---

iv) The following is a DFT calculation (ωB97M-V/def2-TZVPD) of a cluster of 2 separate species, C2H8N2S in total.

Structure (ORCA input):
```
! RIJCOSX wB97M-V def2-TZVPD def2/J DEFGRID3
* xyz 0 1
C 1.487 0.519 -0.460
C 1.462 -0.784 0.337
N 0.455 -1.603 0.492
N -1.429 -0.020 -0.081
S -2.836 0.564 0.145
H 1.668 1.344 0.287
H 2.325 0.552 -1.140
H 0.525 0.664 -0.924
H 2.547 -1.025 0.818
H -2.673 2.075 0.029
H 0.727 -2.458 1.002
H -1.026 -0.531 0.600
H -3.233 0.702 -1.106
*
```

HOMO level   -8.3704 eV
Kohn-Sham gap   9.13 eV

---

Which structure is the most stable? The one labeled iii).